C20H33Cl2MgN4O3 as an isolated structure. Source: the OMol25 dataset; level of theory: the ωB97M-V functional and the def2-TZVPD basis.

CARTESIAN COORDINATES (ANGSTROEM)
1 O 1.471 0.905 -0.945
2 C 1.389 1.460 -2.146
3 C 1.393 2.998 -2.058
4 C 0.942 3.669 -0.918
5 H 0.558 3.096 -0.068
6 C 0.949 5.068 -0.892
7 H 0.608 5.583 0.012
8 C 1.379 5.790 -2.014
9 H 1.376 6.882 -1.998
10 C 1.819 5.107 -3.163
11 H 2.148 5.655 -4.049
12 C 1.841 3.715 -3.163
13 H 2.179 3.144 -4.034
14 H 2.269 1.161 -2.770
15 C 0.317 -0.468 -3.580
16 C 0.161 0.909 -3.016
17 H 0.034 -0.510 -4.638
18 H -0.342 -1.150 -3.016
19 H 1.358 -0.787 -3.477
20 C -0.914 1.686 -3.204
21 C -2.102 1.338 -4.042
22 H -0.958 2.679 -2.744
23 H -2.269 2.063 -4.852
24 H -2.997 1.351 -3.413
25 H -2.009 0.339 -4.484
26 Mg -0.337 -0.169 0.039
27 Cl -1.289 1.792 1.170
28 Cl -2.112 -0.878 -1.352
29 C -2.454 -1.185 1.733
30 O -1.240 -1.444 1.595
31 N -3.351 -1.958 2.336
32 C -2.993 -3.264 2.869
33 C -4.759 -1.596 2.415
34 H -2.855 -0.245 1.322
35 H -1.932 -3.450 2.702
36 H -3.598 -4.038 2.381
37 H -3.224 -3.298 3.941
38 H -4.888 -0.599 1.983
39 H -5.090 -1.594 3.460
40 H -5.371 -2.319 1.862
41 H 1.852 -4.893 -0.749
42 H 4.391 -3.917 -0.448
43 C 1.798 -4.082 -1.490
44 C 4.058 -3.119 -1.131
45 N 2.614 -2.948 -1.074
46 H 0.761 -3.753 -1.597
47 C 2.048 -1.911 -0.428
48 O 0.812 -1.804 -0.290
49 H 4.534 -2.175 -0.849
50 H 2.746 -1.152 -0.041
51 H 2.186 -4.463 -2.437
52 H 4.354 -3.396 -2.151
53 C -0.894 0.706 4.949
54 N 0.343 0.058 4.527
55 C 1.115 -0.698 5.502
56 C 0.739 0.081 3.274
57 N 1.137 0.094 2.171
58 H -0.935 0.665 6.042
59 H -1.785 0.193 4.551
60 H -0.913 1.749 4.601
61 H 1.090 -1.780 5.295
62 H 2.162 -0.364 5.496
63 H 0.677 -0.527 6.492

## Properties
**LUMO level**: 2.37 eV
**Highest occupied orbital energy**: -3.91 eV
**Total charge**: -1
**Energy above the lowest of the compared OMol25 structures with the same formula, charge and spin**: 0.0 kcal/mol
**Gap between HOMO and LUMO**: 6.274 eV